Record 1
C13H26CrOP2S | ωB97M-V/def2-TZVPD

Calculated values
HOMO (alpha / beta) in Eh: -0.179 / -0.212
Energy in eV: -73780.24180
LUMO level (alpha / beta) in Ha: 0.023 / 0.010
Expectation value of S²: 6.091

Geometry as ORCA input:
```
! RIJCOSX wB97M-V def2-TZVPD def2/J DEFGRID3
* xyz 0 5
Cr 0.511 -0.330 -0.710
H 1.676 -0.414 -1.973
H 1.483 -1.255 -1.715
P 0.360 1.596 -2.002
P -0.047 -2.636 -0.591
C 0.132 -3.372 1.076
H 0.046 -4.470 1.033
H 1.121 -3.134 1.482
H -0.629 -2.947 1.744
C -1.810 -3.024 -0.920
H -2.018 -2.825 -1.975
H -2.017 -4.083 -0.717
H -2.461 -2.399 -0.300
C 0.764 -3.890 -1.649
H 1.856 -3.843 -1.543
H 0.445 -4.916 -1.404
H 0.505 -3.701 -2.701
C -1.339 2.153 -2.439
H -1.289 3.172 -2.865
H -1.752 1.453 -3.189
H -2.006 2.151 -1.554
C 0.934 2.993 -0.950
H 2.002 2.853 -0.703
H 0.776 3.945 -1.484
H 0.350 2.999 -0.008
C 1.257 1.680 -3.588
H 0.816 0.910 -4.248
H 1.155 2.681 -4.040
H 2.319 1.447 -3.394
C 2.015 0.086 0.230
O 2.908 0.609 0.775
H -0.542 1.109 -0.089
S -1.483 0.219 0.571
C -1.014 0.837 2.161
C -1.465 2.082 2.629
C -1.075 2.548 3.893
C -0.251 1.755 4.712
C 0.224 0.531 4.222
C -0.110 0.094 2.940
H -2.101 2.694 1.991
H -1.435 3.514 4.254
H 0.023 2.059 5.725
H 0.881 -0.109 4.810
H 0.283 -0.823 2.504
*
```

Here are the natural (NBO) charges for atoms 1 to 4, given in e: Cr -0.282; H 0.015; H -0.006; P 0.931

=====

Record 2
C9H13NO | ωB97M-V/def2-TZVPD

Calculated values
HOMO (alpha / beta) in Eh: 0.009 / -0.141
Energy in eV: -13081.34465
LUMO level (alpha / beta) in Ha: 0.142 / 0.140
Energy above the lowest of the compared OMol25 structures with the same formula, charge and spin in kcal/mol: 0.00
Expectation value of S²: 0.761

Geometry as ORCA input:
```
! RIJCOSX wB97M-V def2-TZVPD def2/J DEFGRID3
* xyz -1 2
C -2.096 1.964 -0.837
C -2.731 0.848 -0.047
O -3.759 0.958 0.599
N -2.030 -0.318 -0.120
H -2.727 2.856 -0.827
H -2.029 1.650 -1.878
H -2.252 -0.996 0.590
H -1.062 -0.274 -0.434
H -1.132 2.228 -0.418
C 1.576 -2.765 0.559
C 1.098 0.965 1.244
C 1.108 1.471 -0.093
C 1.227 -0.451 1.405
C 1.327 -1.303 0.343
C 1.151 0.603 -1.165
C 1.279 -0.804 -1.017
H 1.128 1.628 2.093
H 1.060 2.533 -0.314
H 1.299 -0.867 2.413
H 1.062 1.049 -2.149
H 2.566 -3.015 0.150
H 0.836 -3.444 0.097
H 1.525 -1.499 -1.818
H 1.573 -3.017 1.623
*
```

Here are the natural (NBO) charges for atoms 1 to 4, given in e: C -0.727; C 0.680; O -0.662; N -0.834